Entry 1:
Molecular formula: C3H8N2
Method: DFT, ωB97M-V/def2-TZVPD

Computed properties:
SMILES: CN1CCN1
energy relative to the best compared isomer or geometry (same formula, charge and spin): 3.963 eV
orbital gap: 0.331 Eh
lowest unoccupied orbital energy: 1.27 eV
molecular weight: 72.11 g/mol

Structure (XYZ):
```
13
Properties=species:S:1:pos:R:3:forces:R:3
C -1.699 0.083 -0.058 -0.5 1.3 -1.0
N -0.392 0.061 0.371 0.2 0.0 1.3
C 0.517 -0.960 -0.004 1.0 1.6 0.9
C 1.573 0.185 0.052 0.4 -0.4 -2.4
N 0.456 1.159 -0.046 -0.4 -1.7 -1.3
H -1.814 0.394 -1.076 0.2 0.4 -1.3
H -2.034 -0.908 -0.073 -1.3 -1.4 0.8
H -2.189 0.857 0.504 -1.1 -0.3 0.6
H 0.383 -1.328 -0.973 -0.1 -0.5 -2.0
H 0.494 -1.777 0.653 0.4 -1.1 1.1
H 2.271 0.277 0.844 0.3 -0.1 1.1
H 2.125 0.207 -0.900 0.2 0.1 0.5
H 0.308 1.749 0.706 0.8 2.0 1.8
```
Positions in Å, forces in eV/Å.

---

Entry 2:
Molecular formula: ClH24O16
Method: DFT, ωB97M-V/def2-TZVPD

Computed properties:
net charge: -1
energy relative to the best compared isomer or geometry (same formula, charge and spin): 13.757 eV
orbital gap: 0.327 Eh
lowest unoccupied orbital energy: 2.42 eV
molecular weight: 315.63 g/mol

Structure (XYZ):
```
41
Properties=species:S:1:pos:R:3:forces:R:3
Cl 0.158 -0.423 0.056 0.1 1.2 1.9
O 1.599 -0.574 0.203 -4.7 2.3 0.5
O -0.354 0.932 0.263 3.3 -5.4 0.2
O -0.226 -0.760 -1.277 0.0 -0.8 1.2
O -0.513 -1.167 1.108 0.2 0.6 -4.0
O -2.214 0.754 -0.928 -2.9 -1.6 -4.0
H -1.574 0.423 -0.298 -1.2 0.4 -0.6
H -1.763 0.713 -1.772 -0.2 -0.2 -0.3
O -2.262 2.036 0.833 -1.8 1.6 3.8
H -2.670 1.784 0.004 -0.6 0.2 -0.1
H -2.000 1.206 1.233 -0.4 0.2 0.7
O 0.104 -3.263 0.048 0.5 -1.7 0.6
H -0.634 -3.689 0.485 -0.3 0.0 -0.1
H -0.270 -2.469 -0.335 0.4 -1.8 -0.4
O -0.470 3.021 -0.406 0.5 2.9 -1.8
H -0.845 3.163 -1.275 0.1 0.3 -0.2
H -0.926 2.248 -0.072 -0.9 1.6 -0.1
O 0.513 0.857 2.607 -1.0 -1.9 3.4
H 1.098 1.444 2.128 0.4 -0.8 0.5
H 0.517 0.046 2.099 0.3 0.3 1.5
O -1.962 -2.505 -0.824 -2.0 -0.3 -0.7
H -1.819 -1.973 -0.041 -0.6 0.1 0.3
H -2.914 -2.577 -0.895 -0.3 0.1 -0.1
O 1.233 2.201 1.075 1.3 5.3 -0.8
H 0.949 1.959 0.193 0.3 1.1 -0.1
H 0.491 2.680 1.443 -0.4 0.7 -0.4
O 3.104 1.067 0.680 3.2 0.4 -0.3
H 2.694 1.770 1.183 0.8 0.0 0.0
H 2.400 0.436 0.531 1.4 1.0 0.6
O 0.790 -1.017 -3.454 0.4 -0.1 -1.2
H 0.202 -1.610 -3.923 -0.1 -0.2 -0.1
H 0.324 -0.806 -2.646 0.4 -0.2 -0.7
O 2.255 -2.559 -0.449 2.4 -2.1 -1.2
H 2.069 -2.482 -1.385 0.1 -0.1 -0.3
H 1.870 -1.773 -0.062 1.2 -2.4 -0.4
O 1.363 1.511 -2.018 0.0 0.1 -0.5
H 1.938 1.748 -1.290 0.7 0.1 0.2
H 0.737 0.894 -1.638 0.2 0.4 -0.6
O -0.871 -1.175 3.297 -0.9 -1.0 2.3
H -0.579 -1.537 2.460 -0.1 -0.4 1.5
H -1.542 -0.534 3.060 0.1 0.2 0.1
```
Positions in Å, forces in eV/Å.

---

Entry 3:
Molecular formula: C21H22N2O5S
Method: DFT, ωB97M-V/def2-TZVPD

Computed properties:
energy relative to the best compared isomer or geometry (same formula, charge and spin): 21.328 eV
orbital gap: 0.280 Eh
lowest unoccupied orbital energy: 0.08 eV
molecular weight: 414.48 g/mol

Structure (XYZ):
```
51
Properties=species:S:1:pos:R:3:forces:R:3
O -1.622 -0.229 1.903 0.3 -1.6 -2.4
C -1.696 -1.092 0.968 -2.5 1.6 3.5
N -0.657 -1.698 0.399 -8.3 -3.0 -2.7
C 0.588 -1.578 0.647 -1.4 -4.5 -7.1
C 1.128 -0.940 1.514 -0.2 10.3 14.1
C 2.418 -0.644 1.675 3.0 2.3 2.5
C 3.145 -1.251 0.786 4.8 -2.1 -7.5
C 2.659 -1.955 -0.446 -8.0 4.7 9.7
C 1.272 -2.176 -0.369 6.2 -1.2 -0.3
C 0.502 -3.066 -1.195 -3.6 9.1 -3.1
H 0.520 -2.498 -2.203 0.2 -1.7 0.9
H 0.622 -3.981 -1.238 2.8 -8.8 -0.7
C -0.936 -2.941 -0.772 1.6 9.9 -2.2
H -1.392 -3.588 -0.233 -2.8 -4.8 3.1
H -1.614 -2.371 -1.568 1.3 -1.7 1.9
H 3.242 -2.434 -0.959 6.3 -4.7 -6.0
S 4.900 -0.624 0.343 -1.5 4.5 -1.7
O 5.680 -0.537 1.523 1.2 -0.9 1.0
O 5.455 -0.929 -0.990 -1.5 -0.7 2.6
N 4.483 1.231 0.153 0.6 -1.5 1.1
C 3.158 1.498 -0.427 2.4 4.8 9.4
C 2.319 2.479 0.568 -1.7 -10.2 -11.8
C 1.087 2.688 0.176 -0.8 -1.1 0.1
C 0.434 1.886 -0.733 2.1 -4.4 -9.2
C 1.288 1.189 -1.944 5.2 6.7 14.3
C 2.719 0.886 -1.446 -4.9 -3.2 -7.7
H 3.263 0.037 -2.045 -0.6 2.2 1.2
H 0.862 0.660 -2.555 -4.7 -5.4 -6.7
O -0.935 1.847 -1.034 3.9 -1.0 -0.7
C -1.544 2.435 -0.011 -4.0 8.1 -5.9
C -0.877 3.870 0.317 0.9 -8.3 4.3
H -1.473 4.221 1.045 -1.6 2.0 2.5
O 0.423 3.507 0.902 -4.0 4.2 1.7
H -0.822 4.315 -0.511 0.9 4.3 -6.3
H -2.612 2.611 -0.462 1.4 0.0 1.4
H -1.592 1.982 0.804 -0.3 -4.7 7.1
H 2.888 2.934 1.070 7.2 6.7 7.8
H 4.861 1.745 1.080 -1.8 -1.6 -2.8
H 2.937 0.112 2.375 -1.4 -1.5 -0.9
H 0.378 -0.164 2.514 2.0 -2.9 -3.6
C -3.139 -1.484 0.578 0.6 5.6 -3.0
H -3.513 -2.414 0.640 -0.3 -3.7 0.1
C -3.640 -0.756 -0.899 10.4 -4.3 -5.6
H -3.815 -1.529 -1.726 0.0 1.3 1.0
H -2.881 0.056 -1.315 -0.6 -2.2 0.7
C -4.614 -0.115 -0.300 -10.4 3.3 -0.4
H -4.709 0.926 -0.301 -0.1 1.7 -1.0
H -5.583 -0.585 -0.624 0.2 1.1 0.2
C -4.341 -0.534 0.974 1.2 -2.8 9.7
H -4.130 0.185 1.829 0.2 -0.4 -1.4
H -5.094 -1.190 1.521 0.5 0.7 -0.9
```
Positions in Å, forces in eV/Å.

---

Entry 4:
Molecular formula: C18H37F9I2N14O10S
Method: DFT, ωB97M-V/def2-TZVPD

Computed properties:
orbital gap: 0.207 Eh
lowest unoccupied orbital energy: -2.05 eV
molecular weight: 1066.44 g/mol

Structure (XYZ):
```
91
Properties=species:S:1:pos:R:3:forces:R:3
C 1.165 0.285 -1.110 1.1 -0.2 -0.3
C 1.328 1.132 -2.505 -0.9 0.6 0.5
I 1.635 -0.323 -4.169 0.0 -0.1 1.2
C -0.026 1.988 -2.935 0.8 0.0 0.9
I 0.393 2.710 -5.003 -0.8 0.5 1.0
C -0.295 3.315 -2.011 -3.0 4.0 0.7
C -1.337 4.373 -2.198 2.3 -1.8 0.7
C -2.535 4.490 -3.359 1.8 -0.2 1.6
C -3.946 4.567 -2.532 -0.6 0.5 -0.4
C -5.020 3.345 -2.922 0.6 3.8 -1.0
F -6.376 3.948 -2.636 3.8 -2.7 -0.9
F -4.897 3.136 -4.380 -0.8 -0.1 4.3
C -4.653 2.064 -1.981 1.1 1.5 3.4
F -3.193 1.840 -1.761 -4.8 1.4 -1.3
F -5.213 2.374 -0.612 2.3 -0.4 -4.6
S -5.384 0.425 -2.486 -1.5 -5.1 1.3
F -6.723 1.110 -3.300 3.1 -1.1 1.4
F -6.327 0.417 -1.017 1.4 -0.5 -3.4
F -4.144 -0.383 -1.557 -2.6 1.5 -2.2
F -4.429 0.277 -3.900 -2.1 0.8 2.9
F -6.037 -1.128 -2.836 1.4 3.3 0.6
C -1.171 5.522 -1.000 -3.2 2.9 0.2
O -2.075 6.476 -0.684 6.6 -6.4 -2.0
O 0.158 5.293 -0.345 -3.9 -2.0 -2.4
C 0.440 3.878 -0.655 4.2 -2.8 4.6
O 1.217 3.288 0.259 -5.0 3.5 -6.5
H 1.847 0.818 -0.306 -1.8 -1.2 -1.6
H 0.055 0.168 -0.734 2.3 0.4 -0.9
H 1.618 -0.804 -1.294 -1.2 2.6 0.6
H 2.263 1.843 -2.535 -1.9 -1.5 0.1
H -0.947 1.271 -3.045 1.7 1.6 0.5
H -2.277 5.469 -3.980 -0.9 -2.2 1.3
H -2.398 3.546 -4.036 -0.5 1.9 1.3
H -4.457 5.614 -2.785 0.8 -2.6 0.6
H -3.761 4.552 -1.377 -0.4 -0.1 -2.3
C 1.390 -1.724 2.174 0.3 -0.4 -0.3
O 1.183 -1.113 1.138 -0.2 0.1 0.0
N 1.722 -3.028 2.196 0.1 -1.0 -0.4
N 1.303 -1.149 3.387 -0.2 1.2 1.0
H 1.895 -3.548 3.039 -0.1 0.2 -0.1
H 1.797 -3.499 1.304 0.3 0.0 0.1
H 1.056 -0.169 3.416 0.0 -0.1 0.1
H 1.469 -1.636 4.252 0.0 -0.1 -0.1
C -0.088 2.455 5.166 -0.1 -0.4 -0.5
O -0.239 1.618 4.290 0.1 -0.2 -0.1
N -0.165 2.160 6.476 -0.2 -0.8 1.3
N 0.171 3.748 4.899 0.2 1.2 -0.7
H -0.043 2.836 7.211 0.0 -0.1 -0.2
H -0.359 1.198 6.721 0.0 0.4 -0.1
H 0.238 4.012 3.924 0.0 -0.1 0.3
H 0.299 4.452 5.606 0.0 -0.2 -0.1
C -1.394 -2.919 5.243 0.0 0.1 -0.2
O -0.380 -3.585 5.383 0.7 -0.3 0.1
N -1.500 -1.940 4.326 0.1 0.6 -0.8
N -2.495 -3.105 5.993 -0.7 -0.9 1.0
H -2.327 -1.381 4.196 0.1 -0.1 0.2
H -0.693 -1.768 3.741 -0.2 0.1 0.1
H -2.457 -3.832 6.695 0.1 0.3 -0.4
H -3.339 -2.567 5.892 0.1 0.2 0.1
C 2.995 -4.749 -1.334 0.4 0.4 -0.3
O 3.037 -4.237 -0.226 -0.1 0.1 0.5
N 2.049 -5.637 -1.689 -1.4 -1.1 0.2
N 3.890 -4.471 -2.298 0.3 0.6 -0.2
H 1.997 -6.070 -2.596 0.0 0.1 0.2
H 1.355 -5.875 -0.992 0.2 0.1 -0.3
H 4.619 -3.807 -2.072 -0.1 -0.4 -0.2
H 3.872 -4.882 -3.216 0.0 0.1 0.2
C 4.026 1.599 -6.839 -0.6 0.0 0.4
O 2.961 1.644 -6.243 0.3 0.2 -0.4
N 5.087 0.912 -6.380 0.9 -0.8 0.8
N 4.233 2.234 -8.007 -0.2 0.9 -1.3
H 5.972 0.863 -6.856 -0.2 0.0 0.1
H 4.973 0.419 -5.504 0.0 0.2 -0.3
H 3.460 2.763 -8.387 0.3 -0.2 0.1
H 5.103 2.209 -8.512 -0.2 0.0 0.1
C 7.609 -4.664 -2.217 -0.4 0.3 0.1
O 6.504 -4.183 -2.413 0.4 0.2 -0.2
N 8.359 -5.186 -3.204 0.4 -0.4 -1.4
N 8.175 -4.715 -0.998 0.1 0.2 1.3
H 9.271 -5.586 -3.063 -0.2 0.1 0.0
H 7.970 -5.167 -4.138 0.2 0.0 0.4
H 7.643 -4.333 -0.227 0.2 -0.2 -0.3
H 9.083 -5.108 -0.818 -0.2 0.1 0.0
C -5.333 -0.856 7.077 0.2 0.0 -0.3
O -4.411 -0.993 6.288 0.0 0.0 -0.2
N -6.282 0.085 6.929 -0.6 1.1 -0.6
N -5.481 -1.634 8.164 0.3 -1.0 0.9
H -7.049 0.214 7.568 0.2 0.0 -0.1
H -6.208 0.693 6.124 -0.1 -0.2 0.3
H -4.788 -2.355 8.312 -0.3 0.3 0.0
H -6.233 -1.536 8.825 0.1 0.0 -0.1
```
Positions in Å, forces in eV/Å.